1.
A cluster of 8 separate species, C49H55F7NO2P2S in total. Source: the Open Molecules 2025 dataset; level of theory: wB97M-V/def2-TZVPD.

Charge: +1
DFT total energy, eV: -105721.2578

CARTESIAN COORDINATES (ANGSTROEM)
C  2.67  1.03  -0.91
C  1.86  1.86  -1.89
N  0.58  2.30  -1.31
P  -0.01  3.71  -1.95
C  0.10  3.98  -3.74
C  -0.93  3.24  -4.60
C  -0.99  1.71  -4.51
C  0.03  1.10  -5.48
C  -2.40  1.24  -4.94
P  -2.08  4.06  -1.28
O  -2.85  2.68  -1.21
O  -2.77  4.95  -2.38
S  -1.95  4.91  0.44
H  3.06  1.61  -0.09
H  3.47  0.55  -1.45
H  2.05  0.23  -0.53
H  2.46  2.72  -2.19
H  1.71  1.27  -2.79
H  -0.11  1.56  -1.26
H  0.74  4.72  -1.35
H  1.13  3.86  -4.05
H  -0.11  5.05  -3.85
H  -0.67  3.47  -5.63
H  -1.90  3.68  -4.44
H  -0.84  1.32  -3.51
H  -0.29  1.22  -6.50
H  0.14  0.05  -5.23
H  1.01  1.55  -5.31
H  -2.42  1.03  -6.01
H  -2.69  0.33  -4.43
H  -3.16  2.01  -4.78
H  -2.43  2.15  -0.51
H  -2.72  5.86  -2.03
F  -4.05  2.31  7.45
C  -3.51  2.96  6.40
C  -2.26  2.59  5.96
C  -1.71  3.26  4.87
C  -2.42  4.28  4.25
C  -3.68  4.62  4.71
C  -4.23  3.97  5.80
H  -1.72  1.80  6.45
H  -0.73  2.98  4.51
H  -2.00  4.80  3.40
H  -4.24  5.41  4.23
H  -5.22  4.22  6.17
F  -7.07  -0.47  -5.31
C  -6.91  0.86  -5.38
C  -6.19  1.50  -4.40
C  -6.02  2.88  -4.48
C  -6.58  3.59  -5.52
C  -7.30  2.93  -6.50
C  -7.47  1.55  -6.44
H  -5.77  0.93  -3.58
H  -5.45  3.39  -3.71
H  -6.45  4.66  -5.58
H  -7.74  3.48  -7.32
H  -8.03  1.02  -7.19
F  -0.65  -0.25  -1.40
C  -0.09  -1.50  -1.53
C  -0.68  -2.57  -0.88
C  -0.09  -3.82  -1.01
C  1.05  -3.98  -1.78
C  1.61  -2.89  -2.43
C  1.04  -1.64  -2.31
H  -1.56  -2.41  -0.28
H  -0.53  -4.67  -0.50
H  1.52  -4.95  -1.87
H  2.51  -3.01  -3.01
H  1.47  -0.77  -2.79
F  3.28  -0.44  1.69
C  3.68  -1.73  1.71
C  2.75  -2.67  1.36
C  3.13  -4.00  1.31
C  4.43  -4.37  1.64
C  5.35  -3.40  2.00
C  4.98  -2.06  2.04
H  1.74  -2.36  1.11
H  2.41  -4.75  1.02
H  4.72  -5.41  1.60
H  6.37  -3.67  2.25
H  5.69  -1.28  2.29
F  2.85  -5.10  4.77
C  3.84  -5.13  5.68
C  3.53  -5.32  7.01
C  4.55  -5.34  7.94
C  5.87  -5.18  7.54
C  6.16  -4.99  6.20
C  5.14  -4.97  5.26
H  2.49  -5.44  7.31
H  4.32  -5.50  8.99
H  6.67  -5.20  8.27
H  7.19  -4.86  5.88
H  5.35  -4.83  4.21
F  4.52  -0.73  -2.91
C  4.99  0.11  -3.87
C  4.35  0.16  -5.09
C  4.84  1.03  -6.06
C  5.95  1.82  -5.80
C  6.57  1.74  -4.56
C  6.10  0.89  -3.58
H  3.50  -0.47  -5.27
H  4.35  1.08  -7.02
H  6.32  2.49  -6.56
H  7.44  2.35  -4.36
H  6.57  0.82  -2.61
F  -5.69  -3.72  8.56
C  -4.95  -3.17  7.58
C  -4.68  -1.82  7.64
C  -3.91  -1.25  6.63
C  -3.44  -2.03  5.58
C  -3.73  -3.39  5.55
C  -4.49  -3.97  6.56
H  -5.06  -1.22  8.45
H  -3.69  -0.19  6.66
H  -2.85  -1.59  4.80
H  -3.37  -4.00  4.74
H  -4.72  -5.02  6.55

These are the Löwdin partial charges, in e, on atoms 1 to 4:
1 C -0.07
2 C -0.29
3 N -0.19
4 P 0.90


2.
A structure of composition C49H55FInN5O2P2S6. Source: the Open Molecules 2025 dataset; level of theory: wB97M-V/def2-TZVPD.

Charge: -2
DFT total energy, eV: -154735.0816

CARTESIAN COORDINATES (ANGSTROEM)
In  13.82  11.07  11.66
S  16.07  18.48  11.36
C  15.57  16.95  11.54
S  14.60  16.34  10.17
C  14.20  14.77  10.92
C  14.77  14.51  12.20
S  14.42  13.13  13.16
S  15.77  15.78  12.83
S  13.29  13.60  10.07
S  12.96  8.30  15.64
C  12.28  9.77  16.32
C  11.22  9.85  17.20
C  10.88  11.12  17.73
C  11.48  12.29  17.16
C  12.47  12.20  16.18
C  12.85  10.90  15.75
N  13.87  10.64  14.88
C  14.08  9.36  14.71
C  15.09  8.96  13.71
C  16.09  8.09  14.13
C  17.25  7.81  13.37
C  17.41  8.49  12.18
C  16.40  9.41  11.77
C  15.29  9.67  12.53
H  10.88  8.91  17.63
H  10.09  11.19  18.55
H  11.23  13.32  17.49
H  13.09  13.05  15.83
H  15.93  7.41  14.99
H  17.95  7.05  13.67
H  18.30  8.38  11.57
H  16.56  9.89  10.82
O  9.98  11.11  14.01
H  10.34  11.99  14.26
H  10.58  10.86  13.19
F  14.60  10.72  9.74
O  9.91  15.53  16.68
P  10.04  16.96  17.16
C  10.17  18.11  15.80
C  9.07  18.66  15.05
C  9.27  19.65  14.08
C  10.54  20.13  13.83
C  11.61  19.70  14.55
C  11.41  18.70  15.53
C  11.53  17.08  18.20
C  11.76  18.08  19.18
C  12.70  17.86  20.14
C  13.59  16.77  20.12
C  13.44  15.85  19.09
C  12.37  15.99  18.15
C  8.65  17.56  18.10
C  7.89  16.56  18.77
C  6.79  17.00  19.47
C  6.39  18.36  19.46
C  7.18  19.29  18.86
C  8.29  18.90  18.14
H  8.07  18.29  15.19
H  8.46  20.09  13.54
H  10.63  20.97  13.08
H  12.56  20.22  14.39
H  12.30  18.22  15.94
H  11.25  18.99  19.15
H  12.82  18.59  20.96
H  14.29  16.61  20.96
H  14.02  14.95  18.95
H  12.12  15.20  17.43
H  8.17  15.48  18.74
H  6.21  16.23  20.02
H  5.46  18.60  19.95
H  6.88  20.37  18.91
H  8.81  19.62  17.50
N  11.80  10.46  11.71
P  10.83  10.10  10.53
N  9.72  11.25  10.17
C  8.59  11.07  9.29
C  7.81  12.36  9.00
C  7.35  12.86  10.42
C  8.54  13.25  11.25
C  9.90  12.55  10.89
N  9.89  8.72  10.89
C  9.78  8.27  12.33
C  9.37  6.81  12.44
C  8.01  6.53  11.73
C  7.88  7.42  10.50
C  9.26  7.83  9.89
N  11.49  9.77  9.03
C  12.36  8.55  9.00
C  12.42  7.87  7.66
C  11.55  8.60  6.64
C  11.92  10.10  6.61
C  11.84  10.76  7.98
H  7.85  10.40  9.81
H  8.90  10.49  8.39
H  6.91  11.97  8.47
H  8.31  13.06  8.30
H  6.85  12.00  10.92
H  6.63  13.68  10.31
H  8.47  12.96  12.32
H  8.73  14.33  11.40
H  10.48  12.37  11.76
H  10.42  13.20  10.15
H  9.05  8.90  12.86
H  10.79  8.41  12.75
H  9.33  6.56  13.50
H  10.24  6.16  12.05
H  7.19  6.71  12.39
H  7.94  5.45  11.47
H  7.29  8.32  10.79
H  7.34  6.87  9.75
H  9.11  8.41  8.92
H  9.89  6.95  9.83
H  11.98  7.86  9.74
H  13.31  8.98  9.29
H  12.03  6.86  7.70
H  13.49  7.80  7.26
H  10.49  8.46  6.85
H  11.66  8.14  5.64
H  11.30  10.64  5.88
H  12.98  10.17  6.24
H  11.14  11.57  8.03
H  12.86  11.05  8.29

These are the Löwdin partial charges, in e, on atoms 1 to 4:
1 In 0.51
2 S 0.37
3 C -1.53
4 S 0.80


3.
A structure of composition C49H56N6PtS. Source: the Open Molecules 2025 dataset; level of theory: wB97M-V/def2-TZVPD.

Charge: +2
DFT total energy, eV: -74729.8575

CARTESIAN COORDINATES (ANGSTROEM)
Pt  -0.21  0.22  0.74
C  1.20  3.66  5.84
C  -0.23  3.19  5.59
C  -0.49  2.89  4.14
C  -1.01  3.72  3.19
C  -1.48  5.13  3.35
C  -0.42  6.15  2.95
C  -1.03  2.97  1.96
N  -0.60  1.69  2.18
C  -0.21  1.64  3.50
C  0.39  0.57  4.13
C  0.51  -0.68  3.57
C  1.12  -1.82  4.19
C  1.90  -1.78  5.46
C  3.33  -1.26  5.24
C  0.90  -2.89  3.36
C  0.13  -2.40  2.26
C  -0.51  -3.16  1.31
C  -1.31  -2.65  0.30
N  -1.50  -1.32  0.00
C  -2.20  -1.30  -1.18
C  -2.45  -0.20  -1.97
C  -2.10  1.09  -1.65
N  -1.45  1.43  -0.49
C  -1.59  2.79  -0.40
C  -1.39  3.51  0.75
C  -2.19  3.32  -1.59
C  -2.53  2.26  -2.36
C  -3.25  2.27  -3.67
C  -2.30  2.47  -4.85
C  -2.37  4.78  -1.88
C  -1.03  5.47  -2.18
C  -2.57  -2.63  -1.56
C  -2.00  -3.47  -0.65
C  -2.01  -4.97  -0.63
C  -0.73  -5.57  -1.22
C  -3.39  -2.99  -2.76
C  -2.54  -3.05  -4.04
N  -0.06  -1.04  2.37
C  1.42  -4.29  3.48
C  2.59  -4.54  2.52
H  1.38  3.81  6.90
H  1.39  4.61  5.33
H  1.93  2.94  5.47
H  -0.93  3.95  5.93
H  -0.43  2.29  6.19
H  -1.77  5.29  4.38
H  -2.38  5.28  2.75
H  0.48  6.04  3.56
H  -0.79  7.17  3.09
H  -0.12  6.04  1.91
H  0.75  0.72  5.14
H  1.94  -2.78  5.90
H  1.39  -1.14  6.19
H  3.89  -1.94  4.60
H  3.87  -1.17  6.18
H  3.31  -0.27  4.77
H  -0.41  -4.23  1.37
H  -3.00  -0.36  -2.89
H  -1.62  4.57  0.73
H  -4.00  3.07  -3.66
H  -3.81  1.34  -3.81
H  -1.76  3.42  -4.77
H  -2.85  2.48  -5.79
H  -1.56  1.67  -4.90
H  -2.85  5.28  -1.04
H  -3.02  4.89  -2.75
H  -0.34  5.39  -1.33
H  -1.17  6.52  -2.39
H  -0.54  5.01  -3.04
H  -2.87  -5.33  -1.20
H  -2.15  -5.33  0.39
H  -0.60  -5.24  -2.25
H  -0.77  -6.65  -1.21
H  0.16  -5.26  -0.66
H  -4.18  -2.25  -2.89
H  -3.87  -3.95  -2.60
H  -2.02  -2.11  -4.22
H  -3.16  -3.27  -4.91
H  -1.79  -3.84  -3.96
H  0.61  -5.00  3.26
H  1.74  -4.47  4.50
H  2.30  -4.33  1.48
H  2.92  -5.58  2.57
H  3.44  -3.90  2.77
N  1.03  -0.87  -0.51
S  0.61  -1.36  -2.04
C  2.01  -2.32  -2.52
C  1.75  -3.44  -3.29
C  2.82  -4.26  -3.65
C  4.10  -3.96  -3.22
C  4.34  -2.83  -2.44
C  3.29  -2.00  -2.08
C  0.84  0.10  -3.04
C  0.75  -0.12  -4.42
C  0.89  0.96  -5.27
C  1.09  2.24  -4.76
C  1.15  2.44  -3.39
C  1.02  1.36  -2.51
H  1.17  -1.72  0.04
H  0.75  -3.67  -3.62
H  2.64  -5.14  -4.26
H  4.92  -4.61  -3.49
H  5.35  -2.60  -2.12
H  3.46  -1.11  -1.49
H  0.61  -1.11  -4.82
H  0.84  0.81  -6.34
H  1.21  3.08  -5.43
H  1.31  3.43  -2.99
H  1.09  1.52  -1.45
N  2.68  0.85  1.58
C  1.61  0.84  1.16
H  3.61  0.86  1.95

These are the Löwdin partial charges, in e, on atoms 1 to 4:
1 Pt 1.56
2 C -0.07
3 C -0.17
4 C -0.11